The following is a DFT calculation (ωB97M-V with the def2-TZVPD basis set) of a cluster of 12 separate species, C32H49N13O10 in total at a distorted geometry.

Geometry (Å):
O (-7.859, -34.742, 27.856)
C (-7.362, -35.422, 26.764)
C (-6.005, -35.158, 26.453)
C (-5.368, -36.029, 25.588)
C (-6.052, -37.051, 24.949)
O (-5.499, -37.862, 23.967)
C (-7.412, -37.198, 25.170)
C (-8.082, -36.343, 26.044)
H (-8.087, -35.261, 28.640)
H (-5.521, -34.438, 27.097)
H (-4.301, -35.886, 25.454)
H (-4.607, -38.055, 24.286)
H (-8.034, -37.861, 24.582)
H (-9.097, -36.563, 26.356)
O (-8.649, -31.590, 21.066)
C (-8.160, -31.096, 22.252)
C (-6.842, -30.774, 22.464)
C (-6.398, -30.252, 23.693)
C (-7.326, -30.149, 24.726)
O (-6.969, -29.643, 25.940)
C (-8.670, -30.450, 24.514)
C (-9.090, -30.903, 23.272)
H (-7.901, -31.620, 20.457)
H (-6.049, -30.725, 21.725)
H (-5.378, -29.976, 23.916)
H (-7.661, -29.499, 26.609)
H (-9.437, -30.125, 25.208)
H (-10.116, -30.943, 22.927)
O (-11.921, -27.676, 22.938)
C (-11.959, -27.801, 24.302)
C (-11.651, -26.754, 25.148)
C (-11.606, -26.910, 26.538)
C (-11.742, -28.165, 27.104)
O (-11.727, -28.353, 28.434)
C (-12.136, -29.189, 26.237)
C (-12.256, -29.053, 24.876)
H (-11.858, -28.529, 22.506)
H (-11.439, -25.851, 24.584)
H (-11.339, -26.042, 27.126)
H (-11.591, -29.277, 28.757)
H (-12.229, -30.182, 26.670)
H (-12.564, -29.935, 24.328)
N (-8.973, -27.933, 29.567)
C (-8.206, -28.993, 29.151)
N (-7.029, -29.132, 29.759)
O (-8.553, -29.670, 28.163)
H (-8.670, -27.433, 30.380)
H (-9.906, -27.780, 29.215)
H (-6.869, -28.449, 30.475)
H (-6.355, -29.836, 29.516)
N (-5.309, -30.194, 27.740)
C (-5.375, -31.584, 27.861)
N (-6.643, -32.005, 28.118)
O (-4.374, -32.285, 27.783)
H (-4.382, -30.003, 27.375)
H (-6.059, -29.781, 27.193)
H (-7.326, -31.339, 28.434)
H (-6.911, -32.974, 28.221)
N (-9.898, -32.043, 28.609)
C (-11.045, -31.837, 29.336)
N (-11.405, -32.993, 29.985)
O (-11.660, -30.776, 29.464)
H (-9.599, -32.995, 28.506)
H (-9.427, -31.201, 28.252)
H (-12.268, -32.981, 30.498)
H (-10.659, -33.661, 29.957)
N (-10.152, -35.716, 31.932)
C (-9.048, -35.048, 31.485)
N (-8.071, -34.867, 32.387)
O (-9.019, -34.595, 30.326)
H (-10.882, -35.951, 31.290)
H (-10.050, -36.147, 32.832)
H (-7.181, -34.499, 32.107)
H (-8.247, -35.181, 33.323)
C (-13.383, -28.129, 30.960)
C (-14.310, -27.474, 30.039)
N (-15.025, -26.955, 29.307)
H (-13.184, -29.123, 30.557)
H (-13.903, -28.255, 31.909)
H (-12.441, -27.593, 31.006)
C (-8.832, -32.934, 25.216)
C (-7.558, -32.544, 24.621)
N (-6.527, -32.230, 24.230)
H (-8.968, -33.957, 24.848)
H (-9.706, -32.435, 24.805)
H (-8.660, -32.908, 26.288)
C (-15.471, -34.472, 32.934)
C (-15.399, -33.631, 31.789)
N (-15.271, -32.941, 30.879)
H (-16.411, -35.017, 33.038)
H (-15.438, -34.010, 33.921)
H (-14.614, -35.128, 32.758)
C (-11.879, -32.489, 33.544)
C (-12.034, -33.888, 33.916)
N (-12.179, -34.980, 34.245)
H (-11.020, -32.290, 32.907)
H (-11.752, -31.975, 34.503)
H (-12.744, -31.985, 33.113)
C (-12.925, -34.770, 27.921)
C (-13.688, -33.881, 27.068)
N (-14.295, -33.183, 26.389)
H (-11.865, -34.562, 27.816)
H (-13.105, -35.820, 27.671)
H (-13.306, -34.776, 28.942)

Summary:
HOMO level   -0.2554 Ha
LUMO level   -0.3 eV
HOMO-LUMO gap   6.63 eV

These are the Löwdin partial charges, in e, on atoms 1 to 99: number 1, O, carries -0.04; number 2, C, carries -0.33; number 3, C, carries 0.02; number 4, C, carries -0.01; number 5, C, carries -0.32; number 6, O, carries 0.03; number 7, C, carries -0.01; number 8, C, carries -0.04; number 9, H, carries 0.08; number 10, H, carries 0.10; number 11, H, carries 0.12; number 12, H, carries 0.10; number 13, H, carries 0.12; number 14, H, carries 0.12; number 15, O, carries 0.04; number 16, C, carries -0.33; number 17, C, carries -0.04; number 18, C, carries -0.06; number 19, C, carries -0.33; number 20, O, carries 0.00; number 21, C, carries -0.08; number 22, C, carries -0.05; number 23, H, carries 0.10; number 24, H, carries 0.12; number 25, H, carries 0.13; number 26, H, carries 0.07; number 27, H, carries 0.12; number 28, H, carries 0.13; number 29, O, carries 0.04; number 30, C, carries -0.32; number 31, C, carries -0.02; number 32, C, carries 0.00; number 33, C, carries -0.34; number 34, O, carries -0.02; number 35, C, carries -0.03; number 36, C, carries -0.03; number 37, H, carries 0.09; number 38, H, carries 0.12; number 39, H, carries 0.11; number 40, H, carries 0.04; number 41, H, carries 0.11; number 42, H, carries 0.12; number 43, N, carries 0.19; number 44, C, carries -0.59; number 45, N, carries 0.19; number 46, O, carries -0.06; number 47, H, carries 0.10; number 48, H, carries 0.08; number 49, H, carries 0.11; number 50, H, carries 0.08; number 51, N, carries 0.12; number 52, C, carries -0.65; number 53, N, carries 0.19; number 54, O, carries 0.02; number 55, H, carries 0.11; number 56, H, carries 0.03; number 57, H, carries 0.04; number 58, H, carries 0.07; number 59, N, carries 0.19; number 60, C, carries -0.59; number 61, N, carries 0.16; number 62, O, carries 0.01; number 63, H, carries 0.06; number 64, H, carries 0.06; number 65, H, carries 0.09; number 66, H, carries 0.04; number 67, N, carries 0.17; number 68, C, carries -0.63; number 69, N, carries 0.19; number 70, O, carries -0.03; number 71, H, carries 0.11; number 72, H, carries 0.09; number 73, H, carries 0.12; number 74, H, carries 0.11; number 75, C, carries -0.08; number 76, C, carries -0.29; number 77, N, carries 0.13; number 78, H, carries 0.06; number 79, H, carries 0.08; number 80, H, carries 0.08; number 81, C, carries -0.02; number 82, C, carries -0.24; number 83, N, carries 0.18; number 84, H, carries 0.09; number 85, H, carries 0.07; number 86, H, carries 0.06; number 87, C, carries -0.09; number 88, C, carries -0.30; number 89, N, carries 0.15; number 90, H, carries 0.09; number 91, H, carries 0.09; number 92, H, carries 0.07; number 93, C, carries -0.06; number 94, C, carries -0.29; number 95, N, carries 0.13; number 96, H, carries 0.08; number 97, H, carries 0.09; number 98, H, carries 0.08; number 99, C, carries -0.09

---

The following is a DFT calculation (ωB97M-V with the def2-TZVPD basis set) of a cluster of 2 separate species, C4H15N2O in total at a distorted geometry.

Geometry (Å):
C (-0.800, 2.195, 1.767)
C (-1.086, 1.023, 0.870)
C (-0.611, 1.142, -0.690)
C (-0.296, -0.112, -1.476)
N (0.886, -0.804, -0.862)
N (-0.618, -0.247, 1.544)
H (-0.634, 1.823, 2.783)
H (-1.656, 2.890, 1.782)
H (0.064, 2.773, 1.452)
H (-2.156, 0.815, 0.751)
H (-1.389, 1.689, -1.224)
H (0.201, 1.895, -0.578)
H (-0.032, 0.185, -2.516)
H (-0.987, -0.895, -1.816)
H (1.705, -0.206, -0.994)
H (1.076, -1.781, -1.171)
H (0.847, -0.974, 0.178)
H (-1.436, -0.843, 1.700)
H (-0.230, -0.023, 2.471)
H (2.083, -4.208, -1.184)
H (3.010, -3.071, -1.395)
O (2.058, -3.266, -1.392)

Summary:
2S+1   2
HOMO level (spin up / spin down)   -0.7049 / -0.7049 Ha
LUMO level (spin up / spin down)   -6.9 / -13.0 eV
Total charge   +2
HOMO-LUMO gap (spin up / spin down)   12.25 / 6.18 eV
Energy relative to the best compared isomer or geometry (same formula, charge and spin)   34.8 kcal per mole

Formally, the natural (NBO) partial charges of the atoms, in units of the elementary charge, are as follows: number 1, C, carries -0.64; number 2, C, carries -0.06; number 3, C, carries -0.40; number 4, C, carries -0.28; number 5, N, carries -0.70; number 6, N, carries -0.43; number 7, H, carries 0.24; number 8, H, carries 0.30; number 9, H, carries 0.26; number 10, H, carries 0.30; number 11, H, carries 0.29; number 12, H, carries 0.27; number 13, H, carries 0.29; number 14, H, carries 0.28; number 15, H, carries 0.45; number 16, H, carries 0.50; number 17, H, carries 0.43; number 18, H, carries 0.43; number 19, H, carries 0.43; number 20, H, carries 0.52; number 21, H, carries 0.50; number 22, O, carries -0.98